1.
# C38H74BClN5O4

A cluster of 5 separate species, C38H74BClN5O4 in total (the ωB97M-V functional and the def2-TZVPD basis, the OMol25 dataset).

The geometry in XYZ format:
```
123
Properties=species:S:1:pos:R:3
C 3.57 0.89 1.07
C 3.88 -0.01 -0.10
O 2.67 -0.68 -0.43
C 2.83 -1.80 -1.28
C 1.56 -2.62 -1.11
C 1.50 -3.16 0.31
C 0.15 -3.74 0.75
C -1.05 -2.93 0.33
N -1.25 -1.74 1.24
C -0.50 -0.52 0.85
C -0.27 0.25 2.14
C -1.63 0.61 2.76
C -1.48 1.38 4.06
C -0.99 2.81 3.89
C -1.97 3.76 3.19
C -1.26 4.86 2.41
C -0.74 4.46 1.06
O -1.76 3.90 0.25
C -1.24 3.48 -1.00
C -2.57 -0.61 2.92
C -2.28 -1.49 4.15
B -3.59 -1.90 4.94
O -4.11 -3.17 4.83
O -4.22 -1.02 5.74
C -2.67 -1.45 1.62
C -3.50 -0.68 0.60
Cl -5.21 -1.04 1.04
C -3.32 -1.04 -0.87
C -3.99 0.01 -1.75
H 2.91 1.67 0.70
H 3.02 0.33 1.82
H 4.48 1.30 1.49
H 4.64 -0.74 0.20
H 4.23 0.56 -0.95
H 2.85 -1.45 -2.31
H 3.72 -2.38 -1.07
H 1.49 -3.41 -1.84
H 0.76 -1.92 -1.33
H 1.79 -2.41 1.04
H 2.24 -3.95 0.38
H 0.14 -3.84 1.84
H 0.02 -4.74 0.35
H -1.04 -2.63 -0.70
H -1.94 -3.55 0.44
H -0.80 -2.03 2.11
H 0.47 -0.78 0.46
H -1.00 0.07 0.10
H 0.33 1.14 1.97
H 0.23 -0.41 2.85
H -2.08 1.31 2.06
H -0.76 0.87 4.69
H -2.44 1.39 4.57
H -0.81 3.22 4.88
H -0.04 2.86 3.38
H -2.55 4.28 3.95
H -2.70 3.27 2.56
H -1.91 5.72 2.27
H -0.42 5.20 3.01
H 0.10 3.75 1.12
H -0.35 5.34 0.55
H -0.97 2.43 -0.94
H -2.00 3.60 -1.75
H -0.35 4.03 -1.27
H -3.56 -0.19 3.04
H -1.58 -1.05 4.84
H -1.82 -2.43 3.81
H -3.40 -3.83 4.72
H -4.83 -1.49 6.34
H -3.14 -2.38 1.91
H -3.41 0.39 0.70
H -2.28 -1.08 -1.17
H -3.78 -1.99 -1.11
H -3.86 -0.31 -2.79
H -5.04 0.11 -1.53
H -3.54 0.99 -1.64
C 7.85 1.64 5.41
C 7.06 2.44 4.38
C 5.54 2.35 4.58
C 5.04 0.99 4.36
N 4.65 -0.07 4.17
H 7.63 0.57 5.33
H 8.92 1.77 5.25
H 7.61 1.96 6.42
H 7.32 2.10 3.37
H 7.35 3.49 4.44
H 5.04 3.02 3.89
H 5.28 2.67 5.59
C -2.77 -0.72 -7.54
C -2.96 -0.51 -6.04
C -1.64 -0.61 -5.26
C -1.07 -1.96 -5.29
N -0.64 -3.02 -5.31
H -2.41 -1.73 -7.75
H -3.71 -0.59 -8.06
H -2.06 0.00 -7.95
H -3.68 -1.24 -5.65
H -3.38 0.48 -5.87
H -1.82 -0.35 -4.21
H -0.92 0.10 -5.65
C 8.04 -4.34 2.19
C 6.91 -4.20 1.18
C 7.26 -3.25 0.02
C 7.43 -1.87 0.47
N 7.56 -0.79 0.83
H 8.25 -3.39 2.68
H 7.77 -5.06 2.97
H 8.96 -4.69 1.71
H 6.01 -3.85 1.69
H 6.68 -5.18 0.76
H 6.46 -3.28 -0.72
H 8.17 -3.59 -0.48
C -7.89 1.89 -8.11
C -6.92 2.39 -7.04
C -5.75 3.19 -7.62
C -4.88 2.36 -8.46
N -4.20 1.72 -9.12
H -7.41 1.20 -8.80
H -8.73 1.38 -7.66
H -8.28 2.73 -8.70
H -6.55 1.54 -6.47
H -7.46 3.03 -6.34
H -5.16 3.60 -6.80
H -6.12 4.03 -8.20
```

Computed properties:
**HOMO energy**: -0.4446 Eh
**Total charge**: +1

=====

2.
# C3H12O4

A cluster of 4 separate species, C3H12O4 in total (the ωB97M-V functional and the def2-TZVPD basis, the OMol25 dataset).

The geometry in XYZ format:
```
19
Properties=species:S:1:pos:R:3
C 0.17 1.02 -0.25
C 0.50 1.52 -1.43
C 1.39 2.66 -1.78
O -0.05 0.86 -2.54
H 0.35 1.31 0.78
H -0.40 0.11 -0.26
H 2.22 2.69 -1.10
H 1.77 2.52 -2.79
H 0.93 3.66 -1.75
H 0.18 1.33 -3.35
O -4.41 -1.91 2.44
H -3.46 -1.77 2.33
H -4.61 -1.61 3.33
O 4.54 1.46 2.68
H 5.01 0.84 3.25
H 4.95 1.33 1.81
O -2.12 -4.63 -0.42
H -1.23 -4.91 -0.17
H -1.98 -3.77 -0.82
```

Computed properties:
**ΔE to the lowest compared entry with this formula, charge and spin**: 1.3339 eV
**SMILES**: C=C(C)O.O.O.O
**HOMO energy**: -0.3264 Eh

=====

3.
# C26H44N4O6

A cluster of 10 separate species, C26H44N4O6 in total (the ωB97M-V functional and the def2-TZVPD basis, the OMol25 dataset).

The geometry in XYZ format:
```
80
Properties=species:S:1:pos:R:3
C -28.27 13.57 -3.05
C -28.72 12.71 -4.06
C -30.06 12.41 -4.13
N -30.99 12.87 -3.28
C -30.50 13.60 -2.28
C -29.19 14.01 -2.11
H -27.22 13.83 -3.06
H -27.98 12.31 -4.74
H -30.39 11.78 -4.95
H -31.25 13.95 -1.57
H -28.98 14.73 -1.34
C -30.29 9.14 -2.37
C -31.53 9.61 -2.00
C -32.41 8.72 -1.38
N -32.13 7.41 -1.23
C -30.93 6.98 -1.60
C -30.00 7.80 -2.20
H -29.55 9.75 -2.86
H -31.82 10.64 -2.13
H -33.37 9.08 -1.04
H -30.69 5.93 -1.52
H -29.05 7.40 -2.52
C -37.21 7.57 2.76
C -36.21 7.87 1.83
C -36.46 7.74 0.50
N -37.66 7.35 0.03
C -38.66 7.19 0.89
C -38.48 7.32 2.27
H -36.95 7.56 3.81
H -35.23 8.10 2.25
H -35.71 7.74 -0.28
H -39.58 6.88 0.41
H -39.25 7.16 3.03
C -35.11 11.37 0.02
C -34.60 12.24 -0.95
C -35.11 13.52 -1.10
N -36.26 13.88 -0.52
C -36.79 13.07 0.38
C -36.25 11.80 0.66
H -34.74 10.36 0.12
H -33.75 11.98 -1.56
H -34.70 14.22 -1.80
H -37.71 13.40 0.85
H -36.78 11.19 1.38
C -31.68 5.61 -5.07
O -30.44 6.26 -4.77
H -31.81 4.83 -4.33
H -32.53 6.30 -5.00
H -31.65 5.25 -6.11
H -30.47 7.15 -5.16
C -26.85 9.36 -0.80
O -26.68 8.82 0.50
H -27.31 8.62 -1.46
H -27.60 10.15 -0.73
H -25.94 9.82 -1.20
H -26.38 7.91 0.42
C -27.07 4.92 -1.29
O -27.11 4.66 0.11
H -28.03 4.98 -1.79
H -26.41 5.78 -1.42
H -26.56 4.09 -1.82
H -26.22 4.48 0.42
C -31.72 4.08 0.57
O -31.62 3.84 1.96
H -30.77 3.93 0.04
H -32.40 3.35 0.12
H -32.08 5.08 0.32
H -30.90 4.39 2.30
C -31.26 9.32 -6.05
O -29.95 8.86 -5.74
H -31.24 9.90 -6.98
H -32.01 8.53 -6.01
H -31.66 10.02 -5.30
H -29.31 9.27 -6.33
C -26.26 5.74 -4.47
O -27.36 6.46 -4.00
H -25.64 6.19 -5.26
H -25.57 5.59 -3.64
H -26.49 4.75 -4.87
H -28.19 6.09 -4.34
```

Computed properties:
**SMILES**: c1ccncc1.c1ccncc1.c1ccncc1.c1ccncc1.CO.CO.CO.CO.CO.CO
**HOMO energy**: -0.3440 Eh

=====

4.
# C6H16NO

A cluster of 2 separate species, C6H16NO in total (the ωB97M-V functional and the def2-TZVPD basis, the OMol25 dataset).

The geometry in XYZ format:
```
24
Properties=species:S:1:pos:R:3
C -0.36 1.66 0.32
C -0.02 0.27 0.90
C -0.54 -0.86 0.05
C 0.25 -1.28 -1.03
C -1.88 -1.41 0.43
C -1.89 -2.91 0.89
N 0.70 1.97 -0.77
H -0.19 2.47 1.03
H -1.45 1.67 0.03
H -0.32 0.17 1.99
H 1.13 0.27 0.84
H 0.05 -2.20 -1.79
H 1.22 -1.05 -1.32
H -2.34 -0.76 1.11
H -2.60 -1.60 -0.37
H -2.19 -3.58 0.10
H -0.98 -3.36 1.37
H -2.79 -2.96 1.48
H 0.67 1.50 -1.68
H 1.70 1.88 -0.48
H 0.71 3.01 -0.98
H 4.17 1.67 -0.62
H 3.61 3.18 -0.90
O 3.34 2.25 -0.57
```

Computed properties:
**ΔE to the lowest compared entry with this formula, charge and spin**: 2.4954 eV
**HOMO energy**: -0.4614 Eh
**Total charge**: +1

=====

5.
# C25H66N6O10

A cluster of 6 separate species, C25H66N6O10 in total (the ωB97M-V functional and the def2-TZVPD basis, the OMol25 dataset).

The geometry in XYZ format:
```
107
Properties=species:S:1:pos:R:3
C -8.09 8.73 -3.08
O -7.81 7.38 -2.73
C -7.28 7.32 -1.47
C -5.90 7.79 -1.13
N -5.56 7.15 0.17
C -4.27 7.63 0.69
C -4.17 7.14 2.16
O -3.56 5.81 2.27
C -3.44 5.14 3.50
H -8.28 8.80 -4.15
H -7.23 9.39 -2.95
H -9.01 9.17 -2.71
H -7.22 6.24 -1.41
H -7.99 7.68 -0.71
H -5.77 8.87 -1.03
H -5.16 7.46 -1.87
H -6.27 7.44 0.83
H -4.14 8.72 0.69
H -3.38 7.19 0.24
H -5.18 7.03 2.56
H -3.74 7.82 2.89
H -2.57 5.26 4.14
H -3.54 4.07 3.34
H -4.30 5.44 4.09
C 0.23 3.63 -11.18
O -0.39 3.80 -9.90
C 0.15 2.91 -8.92
C -0.28 3.55 -7.57
N -0.17 2.64 -6.46
C -0.81 3.22 -5.20
C -0.39 2.42 -3.96
O 1.07 2.55 -3.84
C 1.52 2.01 -2.61
H -0.29 2.84 -11.73
H 1.29 3.38 -11.09
H 0.13 4.48 -11.85
H 1.24 2.96 -8.99
H -0.26 1.90 -9.02
H -1.27 3.91 -7.84
H 0.23 4.51 -7.46
H 0.80 2.64 -6.18
H -1.90 3.22 -5.26
H -0.47 4.25 -5.13
H -0.73 1.39 -4.07
H -0.84 2.95 -3.12
H 0.98 2.27 -1.70
H 2.58 2.25 -2.46
H 1.39 0.92 -2.64
C 2.41 0.11 8.46
O 1.79 -1.22 8.65
C 2.20 -2.23 7.67
C 1.38 -3.52 8.01
N -0.02 -3.29 8.05
C -0.72 -4.26 8.94
C -0.87 -5.71 8.39
O -1.16 -5.86 6.99
C -2.46 -5.42 6.56
H 3.47 0.17 8.71
H 1.84 0.82 9.06
H 2.27 0.50 7.45
H 3.28 -2.32 7.68
H 1.92 -1.90 6.67
H 1.78 -4.09 8.85
H 1.52 -4.20 7.16
H -0.15 -2.37 8.45
H -1.73 -3.90 9.13
H -0.33 -4.33 9.96
H -1.67 -6.06 9.04
H -0.01 -6.31 8.66
H -3.11 -6.18 7.01
H -2.52 -5.60 5.48
H -2.77 -4.42 6.84
C 4.95 -7.41 0.53
O 5.17 -6.02 0.22
C 6.50 -5.56 0.31
C 7.38 -6.28 -0.69
N 7.25 -5.85 -2.09
C 7.91 -6.65 -3.11
C 8.31 -5.86 -4.34
O 9.13 -6.57 -5.24
C 9.27 -5.96 -6.53
H 5.79 -7.79 1.12
H 4.81 -8.03 -0.35
H 3.96 -7.59 0.95
H 6.86 -5.74 1.33
H 6.46 -4.48 0.16
H 7.24 -7.35 -0.56
H 8.42 -6.15 -0.40
H 6.28 -5.67 -2.29
H 7.26 -7.50 -3.34
H 8.83 -7.12 -2.78
H 8.63 -4.83 -4.16
H 7.33 -5.65 -4.78
H 9.74 -4.98 -6.49
H 8.31 -5.90 -7.03
H 9.91 -6.63 -7.11
N -6.43 -1.40 1.11
C -6.85 -0.25 0.77
N -6.02 0.66 1.20
O -7.93 0.09 0.33
H -5.56 -1.51 1.60
H -7.01 -2.22 1.03
H -5.10 0.38 1.51
H -6.19 1.64 1.06
O -0.57 -3.01 3.14
H 0.13 -3.61 2.86
H -0.40 -2.87 4.07
```

Computed properties:
**ΔE to the lowest compared entry with this formula, charge and spin**: 4.4980 eV
**SMILES**: COCCNCCOC.COCCNCCOC.COCCNCCOC.COCCNCCOC.NC(N)=O.O
**HOMO energy**: -0.3222 Eh

=====

6.
# C5H5N

The molecule C5H5N (the ωB97M-V functional and the def2-TZVPD basis, the OMol25 dataset).

The geometry in XYZ format:
```
11
Properties=species:S:1:pos:R:3
C -2.23 -0.95 0.13
C -1.29 -0.59 -0.52
C 0.02 -0.04 -0.90
C 0.54 0.56 0.44
C 1.99 0.44 0.61
N 3.13 0.33 0.74
H -3.08 -1.28 0.69
H 0.69 -0.82 -1.27
H -0.06 0.72 -1.68
H 0.25 1.61 0.52
H 0.03 0.02 1.23
```

Computed properties:
**ΔE to the lowest compared entry with this formula, charge and spin**: 2.2437 eV
**SMILES**: C#CCCC#N
**HOMO energy**: -0.3893 Eh

=====

7.
# C16H34AsBCrNO6S2Si3

A structure of composition C16H34AsBCrNO6S2Si3 (the ωB97M-V functional and the def2-TZVPD basis, the OMol25 dataset).

The geometry in XYZ format:
```
65
Properties=species:S:1:pos:R:3
Cr -1.73 0.46 0.07
O 0.78 3.76 1.67
S 0.60 2.49 0.98
O 1.58 2.28 -0.11
O -0.87 2.78 -0.12
C -1.78 3.69 0.30
C -1.47 5.05 0.33
C -2.41 5.98 0.74
C -3.69 5.57 1.10
C -4.02 4.23 1.05
C -3.07 3.29 0.66
S -3.37 1.05 2.11
O -3.43 1.97 0.59
O -1.87 1.02 2.17
O -3.82 -0.22 1.53
H -0.48 5.35 0.05
H -2.15 7.03 0.77
H -4.43 6.30 1.40
H -5.01 3.88 1.29
B -2.90 -0.40 -4.48
C -2.49 -0.13 -2.98
N -2.20 0.06 -1.88
H -2.85 0.66 -5.06
H -2.10 -1.20 -4.92
H -4.03 -0.86 -4.46
C -1.49 -3.39 -0.65
Si 0.24 -2.80 -1.11
C 0.35 -2.45 -2.94
C 1.44 -4.20 -0.71
As 0.56 -0.79 0.11
Si 0.87 -1.44 2.36
C -0.70 -2.29 2.94
C 2.32 -2.63 2.54
C 1.23 0.06 3.42
Si 2.59 0.30 -0.67
C 3.50 -1.32 -1.16
C 2.43 1.04 -2.39
C 3.84 0.86 0.63
H -1.84 -4.09 -1.41
H -2.22 -2.58 -0.60
H -1.49 -3.91 0.31
H 0.04 -3.35 -3.48
H 1.37 -2.21 -3.25
H -0.30 -1.64 -3.26
H 1.08 -5.07 -1.27
H 1.46 -4.48 0.34
H 2.45 -3.99 -1.04
H -0.79 -3.30 2.52
H -1.60 -1.73 2.68
H -0.67 -2.39 4.03
H 2.06 -3.64 2.20
H 2.59 -2.70 3.59
H 3.20 -2.30 1.99
H 0.46 0.82 3.34
H 2.20 0.50 3.18
H 1.27 -0.28 4.46
H 3.06 -1.83 -2.01
H 3.59 -2.03 -0.34
H 4.53 -1.05 -1.46
H 1.76 0.40 -2.97
H 3.41 0.99 -2.87
H 2.05 2.05 -2.43
H 4.03 0.02 1.31
H 3.60 1.75 1.20
H 4.78 1.03 0.09
```

Computed properties:
**ΔE to the lowest compared entry with this formula, charge and spin**: 1.8223 eV
**HOMO energy (alpha / beta)**: -0.2132 / -0.2140 Eh
**Multiplicity**: 5
**Total charge**: -1

=====

8.
# C6H6BrNO

A cluster of 2 separate species, C6H6BrNO in total (the ωB97M-V functional and the def2-TZVPD basis, the OMol25 dataset).

The geometry in XYZ format:
```
15
Properties=species:S:1:pos:R:3
C -0.26 1.52 1.50
C -0.13 0.26 1.04
C -0.17 2.52 0.46
C 0.21 1.05 -1.25
C 0.13 0.04 -0.36
C 0.32 -2.64 -0.83
N 0.06 2.34 -0.84
O -0.65 -2.69 -1.74
Br 0.16 -3.55 0.82
H -0.37 1.83 2.49
H -0.03 -0.57 1.77
H -0.13 3.60 0.87
H 0.72 0.99 -2.22
H 1.23 -2.90 -1.25
H -1.42 -2.73 -1.28
```

Computed properties:
**ΔE to the lowest compared entry with this formula, charge and spin**: 3.9634 eV
**HOMO energy (alpha / beta)**: -0.3263 / -0.3049 Eh

=====

9.
# C20H22ClN3O4

The molecule C20H22ClN3O4 (the ωB97M-V functional and the def2-TZVPD basis, the OMol25 dataset).

The geometry in XYZ format:
```
50
Properties=species:S:1:pos:R:3
C 5.06 2.31 1.86
C 4.57 1.27 0.91
C 4.53 -0.06 1.27
C 4.08 -1.04 0.38
O 4.09 -2.32 0.85
C 3.57 -3.35 0.05
C 2.09 -3.21 -0.14
C 1.07 -2.99 0.75
C -0.08 -2.94 -0.08
C -1.48 -2.73 0.36
O -1.80 -2.65 1.53
N -2.36 -2.67 -0.66
C -3.76 -2.39 -0.44
C -4.02 -0.92 -0.39
C -3.82 0.00 0.59
C -4.23 1.23 0.00
C -4.26 2.57 0.64
C -5.57 2.71 1.43
C -4.12 3.69 -0.39
N -4.63 1.02 -1.23
O -4.51 -0.31 -1.48
N 0.25 -3.12 -1.33
O 1.58 -3.29 -1.38
C 3.66 -0.66 -0.89
C 3.69 0.67 -1.28
C 3.24 1.08 -2.65
C 4.15 1.62 -0.37
Cl 4.19 3.29 -0.85
H 5.35 1.86 2.81
H 5.91 2.84 1.45
H 4.28 3.05 2.05
H 4.85 -0.38 2.25
H 4.06 -3.39 -0.93
H 3.78 -4.27 0.60
H 1.12 -2.88 1.81
H -1.99 -2.67 -1.60
H -4.35 -2.85 -1.24
H -4.03 -2.83 0.52
H -3.43 -0.17 1.57
H -3.42 2.62 1.35
H -5.60 3.67 1.94
H -5.66 1.91 2.16
H -6.42 2.65 0.74
H -4.17 4.66 0.10
H -3.18 3.60 -0.92
H -4.93 3.61 -1.12
H 3.30 -1.39 -1.60
H 4.06 1.56 -3.19
H 2.43 1.79 -2.58
H 2.91 0.21 -3.22
```

Computed properties:
**ΔE to the lowest compared entry with this formula, charge and spin**: 3.3561 eV
**SMILES**: Cc1cc(OCc2cc(C(=O)NCc3cc(C(C)C)no3)no2)cc(C)c1Cl
**HOMO energy**: -0.3153 Eh

=====

Record-wise largest force on an atom values, in eV Å⁻¹: 1.85, 1.05, 1.82, 4.73, 7.16, 1.05, 0.61, 4.78, 1.24
Record-wise E values, in eV: -69442.1007, -11494.4284, -45916.7193, -10010.8170, -56402.5674, -6753.6641, -166165.3411, -79894.3735, -46278.0839